(1)
Molecular formula: C6H12Cl2FFeO2Se2
Method: DFT, ωB97M-V with the def2-TZVPD basis set

Last column: natural (NBO) charge in e.
Geometry (Å):
Fe: -8.016 -3.656 10.676  1.34
O: -5.907 -2.026 11.866  -0.74
C: -5.582 -0.814 11.163  -0.06
C: -6.435 -0.543 9.910  -0.14
C: -5.926 0.840 9.366  -0.04
O: -6.628 1.210 8.213  -0.73
C: -6.196 -1.542 8.782  -0.56
Se: -6.270 -3.476 9.047  -0.23
C: -7.932 -0.332 10.185  -0.55
Se: -8.965 -1.546 11.338  -0.20
H: -5.261 -2.123 12.597  0.48
H: -4.519 -0.843 10.860  0.17
H: -5.694 0.045 11.849  0.17
H: -4.846 0.748 9.157  0.16
H: -6.025 1.581 10.185  0.16
H: -6.308 2.075 7.883  0.48
H: -5.163 -1.416 8.446  0.22
H: -6.829 -1.312 7.933  0.23
H: -8.440 -0.226 9.235  0.23
H: -8.049 0.612 10.729  0.22
Cl: -9.676 -4.819 9.592  -0.16
C: -11.128 -5.607 8.562  -0.29
Cl: -12.602 -5.311 9.391  0.06
H: -10.912 -6.662 8.483  0.23
H: -11.106 -5.098 7.603  0.23
F: -7.783 -4.839 11.990  -0.71

## Properties
HOMO (spin up / spin down) (eV): -8.0 / -7.8
ΔE to the lowest compared entry with this formula, charge and spin (kcal/mol): 0.00
Gap between HOMO and LUMO (spin up / spin down) (Ha): 0.27925 / 0.23088
Max |F| (Eh/bohr): 0.063
Multiplicity: 6

(2)
Molecular formula: C30H37N4PS4Sr
Method: DFT, ωB97M-V with the def2-TZVPD basis set

Last column: Mulliken charge in e.
Geometry (Å):
Sr: -0.285 1.224 0.273  1.06
C: 2.998 1.543 -2.040  -0.57
C: 2.056 1.656 -3.059  -0.27
C: 1.407 0.524 -3.530  -0.57
C: 1.720 -0.724 -3.000  -0.15
C: 2.660 -0.838 -1.987  -0.39
C: 3.291 0.298 -1.495  -0.37
H: 3.517 2.424 -1.683  0.40
H: 1.830 2.625 -3.483  0.34
H: 0.663 0.614 -4.310  0.39
H: 1.220 -1.607 -3.382  0.38
H: 2.891 -1.803 -1.555  0.41
H: 4.010 0.211 -0.690  0.42
S: 0.908 -1.384 0.912  -0.03
C: 1.676 -1.211 2.501  0.58
C: 2.602 -2.194 2.877  -0.60
C: 3.262 -2.156 4.093  -0.78
C: 3.003 -1.111 4.972  -0.58
C: 2.095 -0.130 4.616  -0.56
C: 1.413 -0.146 3.389  -0.13
S: 0.230 1.134 3.098  -0.52
H: 2.808 -2.994 2.175  0.34
H: 3.972 -2.933 4.351  0.38
H: 3.512 -1.058 5.928  0.37
H: 1.894 0.693 5.290  0.39
C: -3.444 -0.020 2.139  -0.51
C: -3.641 1.386 1.642  0.36
C: -4.580 2.240 2.264  -0.71
C: -4.683 3.528 1.843  -0.74
C: -3.889 3.997 0.771  1.21
C: -3.937 5.338 0.339  -0.87
C: -3.145 5.730 -0.702  -0.57
C: -2.322 4.801 -1.363  -0.79
C: -2.258 3.466 -1.002  0.06
S: -1.308 2.358 -1.988  -0.50
C: -3.031 3.061 0.144  0.19
N: -2.904 1.780 0.629  -0.16
H: -3.837 -0.147 3.146  0.39
H: -2.381 -0.273 2.155  -0.20
H: -3.965 -0.721 1.481  0.17
H: -5.174 1.872 3.091  0.39
H: -5.366 4.216 2.330  0.40
H: -4.597 6.034 0.842  0.36
H: -3.158 6.760 -1.037  0.37
H: -1.732 5.117 -2.213  0.44
C: -2.842 -4.092 4.980  -1.08
S: -1.926 -3.223 3.690  0.29
C: -1.356 -1.772 4.591  -0.35
H: -2.239 -4.128 5.885  0.33
H: -3.028 -5.112 4.645  0.34
H: -3.792 -3.601 5.188  0.27
H: -2.204 -1.254 5.036  0.44
H: -0.856 -1.107 3.885  -0.55
H: -0.644 -2.076 5.357  0.48
C: -2.822 -5.183 -0.019  -0.74
N: -1.872 -4.212 0.642  0.66
C: -0.439 -4.743 0.529  -0.48
N: -0.108 -5.026 -0.829  0.18
C: -1.076 -5.937 -1.421  -0.95
N: -2.448 -5.422 -1.377  0.11
C: -2.606 -4.231 -2.230  -0.98
P: -1.511 -2.788 -1.751  0.23
C: -2.002 -2.844 0.042  0.33
C: 0.052 -3.794 -1.612  -0.57
H: -3.822 -4.757 0.048  0.38
H: -2.775 -6.111 0.553  0.37
H: -2.063 -4.136 1.649  -0.70
H: -0.410 -5.648 1.137  0.41
H: 0.206 -3.965 0.943  0.05
H: -1.047 -6.884 -0.879  0.32
H: -0.805 -6.121 -2.459  0.36
H: -3.650 -3.910 -2.206  0.42
H: -2.385 -4.517 -3.259  0.43
H: -3.045 -2.537 0.134  0.42
H: -1.375 -2.173 0.630  -0.33
H: 0.823 -3.173 -1.151  0.20
H: 0.378 -4.057 -2.620  0.47

## Properties
HOMO (eV): -6.3
ΔE to the lowest compared entry with this formula, charge and spin (kcal/mol): 39.50
Gap between HOMO and LUMO (Ha): 0.22246
Max |F| (Eh/bohr): 0.018

(3)
Molecular formula: C50H63BF4InN3
Method: DFT, ωB97M-V with the def2-TZVPD basis set

Last column: Mulliken charge in e.
Geometry (Å):
In: -0.353 -0.173 -0.192  0.83
C: 3.974 -1.415 1.590  -1.71
C: 3.953 -0.075 0.851  1.23
C: 5.068 0.848 1.354  -1.55
C: 4.043 -0.272 -0.646  0.95
C: 5.054 -1.030 -1.210  -0.42
C: 5.114 -1.233 -2.576  -1.52
C: 4.118 -0.723 -3.389  -0.29
C: 3.090 0.038 -2.864  0.74
C: 1.951 0.541 -3.724  1.77
C: 2.395 1.674 -4.654  -1.59
C: 1.313 -0.606 -4.510  -1.73
C: 3.082 0.318 -1.484  0.05
N: 2.082 1.105 -0.956  0.46
C: 2.181 2.408 -0.911  -1.05
C: 1.110 3.265 -0.458  -0.94
N: -0.078 2.807 -0.095  0.68
C: -1.165 3.600 0.105  -0.35
C: -1.909 4.111 -0.989  0.62
C: -3.013 4.907 -0.746  -0.57
C: -3.428 5.194 0.545  -1.39
C: -2.744 4.637 1.615  -0.69
C: -1.635 3.836 1.418  1.12
C: -0.879 3.222 2.575  1.44
C: -1.796 2.699 3.682  -1.77
C: 0.138 4.211 3.150  -1.54
C: -1.516 3.731 -2.402  1.81
C: -2.725 3.436 -3.298  -1.85
C: -0.656 4.807 -3.068  -1.41
C: 1.600 4.623 -0.469  0.57
C: 1.093 5.873 -0.115  0.50
C: 1.903 6.999 -0.270  -0.99
C: 3.194 6.948 -0.769  -1.06
C: 3.750 5.700 -1.142  1.43
C: 5.030 5.447 -1.684  -1.15
C: 5.407 4.152 -1.993  -0.90
C: 4.581 3.045 -1.788  0.30
C: 3.316 3.257 -1.263  0.89
C: 2.935 4.583 -0.961  -2.06
H: 3.739 -1.274 2.647  0.47
H: 4.952 -1.889 1.521  0.32
H: 3.239 -2.084 1.151  0.27
H: 2.990 0.408 1.053  -0.25
H: 6.049 0.418 1.154  0.27
H: 4.976 1.011 2.429  0.45
H: 5.009 1.811 0.852  0.32
H: 5.816 -1.469 -0.580  0.25
H: 5.923 -1.811 -3.004  0.29
H: 4.157 -0.922 -4.454  0.27
H: 1.188 0.940 -3.045  -0.78
H: 3.203 1.346 -5.307  0.30
H: 2.748 2.524 -4.072  0.32
H: 1.563 2.004 -5.278  0.45
H: 1.968 -0.951 -5.309  0.36
H: 0.371 -0.287 -4.956  0.43
H: 1.118 -1.439 -3.839  0.27
H: -3.571 5.324 -1.577  0.25
H: -4.281 5.840 0.715  0.30
H: -3.080 4.859 2.620  0.22
H: -0.332 2.369 2.159  -0.18
H: -2.304 3.510 4.206  0.32
H: -1.212 2.142 4.419  0.41
H: -2.540 2.035 3.248  0.26
H: -0.363 5.092 3.556  0.27
H: 0.821 4.537 2.370  0.28
H: 0.720 3.745 3.947  0.45
H: -0.919 2.815 -2.324  -0.43
H: -3.246 4.353 -3.578  0.39
H: -3.426 2.777 -2.794  0.34
H: -2.396 2.952 -4.218  0.45
H: -1.220 5.735 -3.176  0.34
H: -0.343 4.478 -4.059  0.46
H: 0.230 5.012 -2.475  0.07
H: 0.083 5.977 0.261  0.60
H: 1.492 7.965 0.004  0.40
H: 3.774 7.857 -0.877  0.37
H: 5.715 6.271 -1.861  0.33
H: 6.392 3.984 -2.413  0.44
H: 4.929 2.055 -2.045  0.51
F: 1.416 -4.543 -0.208  -0.41
B: 1.770 -3.698 -1.251  0.34
F: 1.353 -2.392 -0.952  -0.16
F: 3.146 -3.740 -1.397  -0.41
F: 1.176 -4.117 -2.432  -0.44
C: -4.485 -1.098 0.234  -1.77
C: -4.011 0.324 0.590  3.31
C: -4.018 1.173 -0.678  -1.73
C: -4.995 0.934 1.609  -1.97
C: -2.624 0.341 1.172  -1.10
H: -3.737 -1.580 -0.391  0.13
H: -5.437 -1.064 -0.304  0.50
H: -4.623 -1.710 1.126  0.28
H: -3.334 0.726 -1.398  0.33
H: -3.666 2.172 -0.442  0.12
H: -5.018 1.232 -1.115  0.54
H: -5.022 0.345 2.528  0.30
H: -6.008 0.966 1.203  0.44
H: -4.687 1.949 1.850  0.28
H: -2.643 -0.358 2.032  -0.50
C: -1.483 -1.695 5.430  -0.81
N: -1.894 -2.546 4.314  0.17
C: -3.221 -2.169 3.814  -0.70
C: -0.874 -2.520 3.188  -1.02
C: -1.364 -3.284 1.993  0.03
C: -1.826 -4.593 2.139  -0.33
C: -2.275 -5.270 1.025  -0.78
C: -2.205 -4.647 -0.217  -0.83
C: -1.731 -3.358 -0.320  -0.57
C: -1.330 -2.582 0.781  0.68
H: -2.203 -1.750 6.247  0.33
H: -1.426 -0.668 5.071  0.27
H: -0.501 -1.994 5.794  0.33
H: -1.936 -3.531 4.600  0.35
H: -3.154 -1.158 3.390  0.43
H: -3.965 -2.207 4.608  0.42
H: -3.485 -2.841 2.997  0.32
H: 0.055 -2.922 3.607  0.65
H: -0.724 -1.489 2.867  0.11
H: -1.847 -5.096 3.114  0.10
H: -2.646 -6.285 1.115  0.35
H: -2.528 -5.194 -1.097  0.36
H: -1.654 -2.907 -1.304  0.32

## Properties
HOMO (spin up / spin down) (eV): -0.2 / -0.3
Charge: -2
Gap between HOMO and LUMO (spin up / spin down) (Ha): 0.13104 / 0.13325
Max |F| (Eh/bohr): 0.028

(4)
Molecular formula: C28H34CoN5O2Si
Method: DFT, ωB97M-V with the def2-TZVPD basis set

Last column: Mulliken spin population.
Geometry (Å):
Co: -0.675 -0.603 -0.740  2.88
O: -0.596 6.722 2.401  0.00
C: -0.371 6.016 1.283  0.00
O: -0.014 6.544 0.273  0.00
C: -0.587 4.525 1.339  0.00
C: -1.519 3.921 2.178  0.00
C: -1.749 2.558 2.106  -0.01
C: -1.024 1.788 1.209  0.01
C: -0.081 2.387 0.383  0.02
C: 0.130 3.751 0.438  0.01
N: -1.236 0.396 1.019  0.03
C: -1.974 -0.322 1.768  0.04
C: -2.189 -1.734 1.415  0.05
C: -2.920 -2.591 2.208  0.01
C: -3.045 -3.920 1.815  0.01
C: -2.433 -4.341 0.649  0.00
C: -1.723 -3.416 -0.103  0.04
N: -1.613 -2.140 0.265  0.03
H: -0.708 6.159 3.179  0.00
H: -2.118 4.516 2.857  0.00
H: -2.525 2.125 2.725  0.00
H: 0.490 1.781 -0.316  -0.01
H: 0.838 4.239 -0.218  0.00
H: -2.463 0.062 2.662  0.00
H: -3.376 -2.232 3.121  0.00
H: -3.609 -4.617 2.421  0.00
H: -2.499 -5.367 0.317  0.00
H: -1.233 -3.701 -1.025  0.01
C: 2.118 -1.153 -5.383  0.00
C: 0.721 -1.608 -5.011  0.00
N: 0.488 -1.288 -3.602  0.00
C: 1.458 -1.215 -2.665  0.03
N: 1.102 -0.879 -1.417  0.05
C: 2.185 -0.728 -0.430  0.04
C: 3.251 -1.783 -0.639  0.00
C: 3.800 -1.620 -2.036  0.00
N: 2.714 -1.489 -3.015  0.01
C: 3.102 -1.759 -4.407  0.00
H: 2.175 -0.063 -5.349  0.00
H: 2.364 -1.470 -6.395  0.00
H: 0.605 -2.680 -5.180  0.00
H: -0.033 -1.091 -5.602  0.00
H: -0.424 -0.952 -3.333  0.08
H: 1.752 -0.805 0.569  0.00
H: 2.630 0.269 -0.511  0.00
H: 2.815 -2.777 -0.513  0.00
H: 4.055 -1.675 0.087  0.00
H: 4.396 -2.485 -2.327  0.00
H: 4.442 -0.738 -2.104  0.00
H: 3.177 -2.840 -4.551  0.00
H: 4.097 -1.337 -4.549  0.00
C: -1.705 1.583 -3.372  0.11
Si: -2.736 0.573 -2.189  0.33
C: -3.526 -0.913 -2.980  0.06
C: -3.821 1.560 -1.097  0.09
C: -4.994 1.006 -0.565  0.02
C: -5.832 1.765 0.237  -0.02
C: -5.508 3.088 0.519  0.04
C: -4.344 3.648 0.007  -0.02
C: -3.500 2.887 -0.785  0.01
H: -2.277 1.721 -4.295  0.02
H: -0.745 1.138 -3.635  -0.01
H: -1.501 2.574 -2.963  0.00
H: -4.126 -0.604 -3.841  0.02
H: -4.189 -1.434 -2.288  0.00
H: -2.787 -1.636 -3.335  0.00
H: -5.272 -0.015 -0.798  0.00
H: -6.746 1.335 0.625  0.00
H: -6.172 3.687 1.130  0.00
H: -4.101 4.682 0.215  0.00
H: -2.597 3.344 -1.175  0.00

## Properties
HOMO (spin up / spin down) (eV): -13.1 / -14.4
Charge: +2
Gap between HOMO and LUMO (spin up / spin down) (Ha): 0.23082 / 0.25588
Max |F| (Eh/bohr): 0.012
Multiplicity: 5

(5)
Molecular formula: C28H38AuN4O4Si
Method: DFT, ωB97M-V with the def2-TZVPD basis set

Last column: Mulliken spin population.
Geometry (Å):
Au: -0.800 0.224 0.105  0.40
C: -2.900 3.195 0.024  0.00
C: -3.328 2.098 0.937  -0.01
C: -4.482 2.152 1.703  0.02
C: -4.834 1.053 2.490  -0.01
C: -4.070 -0.090 2.472  0.03
C: -2.917 -0.098 1.671  0.01
N: -2.559 1.016 1.001  0.17
N: -2.050 -1.084 1.445  0.35
Si: -2.412 -2.789 1.474  0.00
C: -2.093 -3.428 3.254  0.02
C: -1.189 -3.609 0.281  -0.01
C: -4.194 -3.157 0.901  0.00
H: -3.015 4.174 0.486  0.00
H: -3.526 3.169 -0.870  0.00
H: -1.866 3.039 -0.279  0.00
H: -5.087 3.043 1.682  0.00
H: -5.730 1.087 3.091  0.00
H: -4.329 -0.966 3.041  0.00
H: -1.110 -3.147 3.618  0.00
H: -2.157 -4.512 3.254  0.00
H: -2.825 -3.049 3.958  0.00
H: -0.191 -3.198 0.384  0.01
H: -1.498 -3.482 -0.751  0.00
H: -1.129 -4.671 0.488  0.00
H: -4.938 -2.764 1.586  0.00
H: -4.367 -4.226 0.811  0.00
H: -4.388 -2.714 -0.074  0.00
O: 1.280 -0.104 -0.877  0.07
C: 1.833 -1.040 -1.741  0.28
C: -0.896 -1.483 -2.878  0.00
O: -0.522 -2.426 -3.399  0.00
O: -1.297 -0.538 -2.361  0.00
C: 2.053 -2.330 -1.178  0.05
C: 2.171 -3.486 -1.976  0.14
C: 2.473 -4.699 -1.402  -0.07
C: 2.626 -4.811 -0.027  0.13
C: 2.428 -3.701 0.783  -0.07
C: 2.138 -2.477 0.221  0.15
C: 2.216 -0.614 -3.046  -0.02
C: 3.234 -1.277 -3.763  0.15
C: 3.619 -0.838 -5.009  -0.07
C: 3.027 0.278 -5.584  0.14
C: 2.031 0.951 -4.891  -0.07
C: 1.629 0.522 -3.645  0.15
H: 1.392 0.796 -1.227  -0.02
H: 1.984 -3.423 -3.037  0.00
H: 2.583 -5.571 -2.028  0.00
H: 2.895 -5.757 0.412  0.01
H: 2.496 -3.798 1.855  0.00
H: 2.021 -1.605 0.848  0.02
H: 3.758 -2.098 -3.301  0.00
H: 4.397 -1.364 -5.540  0.00
H: 3.353 0.629 -6.551  0.01
H: 1.552 1.810 -5.336  0.00
H: 0.826 1.046 -3.143  0.02
C: 2.862 4.531 1.319  0.00
N: 1.773 4.008 0.517  0.00
C: 1.883 4.298 -0.897  0.00
C: 0.988 2.971 0.901  0.00
O: 0.525 2.208 0.024  0.02
N: 0.741 2.836 2.226  0.00
C: 0.258 1.598 2.791  -0.01
C: 0.559 3.969 3.109  0.00
H: 3.796 4.415 0.765  0.00
H: 2.950 3.984 2.252  0.00
H: 2.722 5.593 1.530  0.00
H: 2.052 5.367 -1.021  0.00
H: 0.953 4.021 -1.389  0.00
H: 2.709 3.748 -1.358  0.00
H: 0.510 0.759 2.145  0.00
H: -0.825 1.612 2.938  0.00
H: 0.738 1.454 3.760  0.00
H: 0.665 4.904 2.569  0.00
H: 1.272 3.939 3.935  0.00
H: -0.450 3.925 3.525  0.00

## Properties
HOMO (spin up / spin down) (eV): -9.1 / -10.7
Charge: +1
ΔE to the lowest compared entry with this formula, charge and spin (kcal/mol): 24.73
Gap between HOMO and LUMO (spin up / spin down) (Ha): 0.26100 / 0.22244
Max |F| (Eh/bohr): 0.031
Multiplicity: 3

(6)
Molecular formula: C6H9N3
Method: DFT, ωB97M-V with the def2-TZVPD basis set

Last column: natural (NBO) charge in e.
Geometry (Å):
C: -0.313 1.398 0.789  -0.16
C: -0.352 -0.002 0.374  -0.12
C: -1.405 -0.801 0.608  -0.21
C: -1.510 -2.124 0.145  -0.05
C: 0.421 -1.871 -0.873  0.00
C: 0.572 -0.569 -0.502  0.14
H: 0.479 3.484 0.366  0.41
H: 0.622 2.474 -0.973  0.34
H: -1.599 1.710 0.783  0.16
H: 0.022 1.748 2.119  0.19
H: -2.468 -0.500 1.056  0.23
H: -2.103 -2.982 0.104  0.24
H: 1.298 -2.233 -1.395  0.17
H: 2.046 0.839 -0.598  0.36
H: 2.560 -0.390 -0.755  0.36
N: 0.573 2.335 0.264  -0.89
N: -0.545 -2.663 -0.644  -0.39
N: 1.704 0.145 -0.868  -0.77

## Properties
HOMO (eV): -8.3
ΔE to the lowest compared entry with this formula, charge and spin (kcal/mol): 131.50
Gap between HOMO and LUMO (Ha): 0.32940
Max |F| (Eh/bohr): 0.319